# 1
Formula: C6H11N5S2
Source: the Open Molecules 2025 dataset
Level of theory: ωB97M-V with the def2-TZVPD basis set

Properties
DFT total energy: -35520.585 eV
SMILES: [H]/N=C(/N)C(N)=S.S/N=C1/C=CCN1
frontier orbital gap: 0.297 Eh
lowest unoccupied orbital energy: -0.16 eV

Positions of all 24 atoms, in Å:
H (5.58, -0.22, 0.83)
N (5.32, -1.12, 0.43)
C (4.17, -1.04, -0.09)
N (3.54, -2.16, -0.64)
C (3.31, 0.21, -0.09)
N (2.00, -0.05, -0.13)
S (3.95, 1.73, -0.03)
H (4.17, -2.95, -0.65)
H (3.13, -2.00, -1.55)
H (1.67, -1.00, -0.01)
H (1.34, 0.72, -0.07)
S (-5.59, -0.37, -0.39)
N (-4.20, -0.91, 0.47)
C (-3.15, -0.19, 0.31)
C (-1.85, -0.50, 0.93)
C (-0.99, 0.48, 0.65)
C (-1.65, 1.53, -0.20)
N (-2.96, 0.95, -0.44)
H (-6.44, -1.16, 0.27)
H (-1.69, -1.39, 1.52)
H (0.05, 0.55, 0.97)
H (-1.10, 1.70, -1.14)
H (-1.71, 2.49, 0.32)
H (-3.75, 1.55, -0.63)


# 2
Formula: C6H11N6
Source: the Open Molecules 2025 dataset
Level of theory: ωB97M-V with the def2-TZVPD basis set

Properties
energy relative to the best compared isomer or geometry (same formula, charge and spin): 571.1 kJ/mol
total charge: +1
DFT total energy: -15328.225 eV
frontier orbital gap: 0.270 Eh
lowest unoccupied orbital energy: -4.62 eV

Positions of all 23 atoms, in Å:
C (4.14, -1.11, -0.24)
C (-2.01, 0.71, 0.43)
C (0.35, 1.08, 0.11)
C (-1.86, -0.75, 0.25)
C (1.71, -1.04, 0.33)
C (0.53, -0.45, 0.31)
N (5.11, -0.31, -0.56)
N (4.73, 0.88, -0.28)
N (3.46, 0.80, 0.28)
N (3.04, -0.50, 0.26)
N (-2.05, -1.23, -0.96)
N (-0.96, 1.22, -0.49)
H (4.12, -2.14, -0.57)
H (-3.02, 1.00, -0.04)
H (-2.06, 1.08, 1.48)
H (0.53, 1.73, 0.91)
H (0.95, 1.41, -0.66)
H (-2.03, -1.42, 1.08)
H (1.69, -2.13, 0.50)
H (-1.90, -0.41, -1.60)
H (2.93, 1.64, 0.47)
H (-1.70, -2.21, -1.24)
H (-1.13, 2.17, -0.56)


# 3
Formula: C6H11NO
Source: the Open Molecules 2025 dataset
Level of theory: ωB97M-V with the def2-TZVPD basis set

Properties
energy relative to the best compared isomer or geometry (same formula, charge and spin): 167.8 kJ/mol
DFT total energy: -9936.716 eV
SMILES: C=NC(=C)C(C)(C)O
frontier orbital gap: 0.366 Eh
lowest unoccupied orbital energy: 0.86 eV

Positions of all 19 atoms, in Å:
C (-2.28, 0.92, 1.19)
N (-1.42, 0.04, 0.97)
C (-0.08, 0.31, 0.70)
C (0.63, 1.15, 1.45)
C (0.51, -0.61, -0.36)
C (1.78, -0.02, -0.99)
C (-0.53, -0.88, -1.46)
O (0.89, -1.82, 0.27)
H (-2.10, 2.00, 1.12)
H (-3.28, 0.60, 1.44)
H (0.17, 1.71, 2.25)
H (1.69, 1.27, 1.32)
H (2.60, -0.06, -0.28)
H (2.05, -0.60, -1.86)
H (1.61, 1.01, -1.28)
H (-1.43, -1.31, -1.02)
H (-0.80, 0.05, -1.96)
H (-0.12, -1.58, -2.18)
H (0.11, -2.21, 0.67)


# 4
Formula: C6H11NO
Source: the Open Molecules 2025 dataset
Level of theory: ωB97M-V with the def2-TZVPD basis set

Properties
energy relative to the best compared isomer or geometry (same formula, charge and spin): 347.1 kJ/mol
DFT total energy: -9934.857 eV
frontier orbital gap (spin up / spin down): 0.288 / 0.263 Eh
lowest unoccupied orbital energy (spin up / spin down): 0.95 / 0.87 eV

Positions of all 19 atoms, in Å:
C (1.70, 0.88, -1.48)
C (-0.83, 1.59, 0.28)
C (0.77, -0.06, -0.81)
N (-0.63, -0.78, 1.97)
C (0.08, -2.03, -0.06)
C (-0.89, -1.08, 0.57)
C (-0.62, 0.23, -0.36)
O (1.09, -1.30, -0.62)
H (-1.09, -1.44, 2.58)
H (0.37, -0.80, 2.16)
H (0.16, -3.09, 0.08)
H (-1.93, -1.39, 0.48)
H (-1.32, 0.10, -1.19)
H (1.97, 1.69, -0.80)
H (1.24, 1.33, -2.36)
H (2.60, 0.35, -1.78)
H (-0.12, 1.75, 1.09)
H (-0.71, 2.39, -0.45)
H (-1.83, 1.65, 0.71)


# 5
Formula: C6H11NO
Source: the Open Molecules 2025 dataset
Level of theory: ωB97M-V with the def2-TZVPD basis set

Properties
energy relative to the best compared isomer or geometry (same formula, charge and spin): 809.0 kJ/mol
DFT total energy: -9930.069 eV
SMILES: C1C[C@H]2CNC[C@@H]1O2
frontier orbital gap: 0.346 Eh
lowest unoccupied orbital energy: 1.01 eV

Positions of all 19 atoms, in Å:
C (-1.63, 0.05, 1.12)
C (-0.64, 1.34, 1.33)
C (0.53, 0.91, 0.36)
C (1.77, 0.39, -0.55)
N (1.15, -0.65, -1.37)
C (0.16, -1.69, -0.90)
C (-0.77, -0.78, 0.02)
O (0.43, -0.45, 0.75)
H (-1.69, -0.52, 2.05)
H (-2.66, 0.37, 0.91)
H (-0.35, 1.42, 2.37)
H (-1.17, 2.27, 1.09)
H (0.00, 1.20, -0.57)
H (2.60, -0.03, 0.01)
H (2.18, 1.11, -1.27)
H (0.77, -0.24, -2.22)
H (-0.27, -2.03, -1.86)
H (0.64, -2.56, -0.40)
H (-1.06, -0.12, -0.87)


# 6
Formula: C6H11NO
Source: the Open Molecules 2025 dataset
Level of theory: ωB97M-V with the def2-TZVPD basis set

Properties
energy relative to the best compared isomer or geometry (same formula, charge and spin): 344.8 kJ/mol
DFT total energy: -9934.881 eV
frontier orbital gap: 0.317 Eh
lowest unoccupied orbital energy: 0.36 eV

Positions of all 19 atoms, in Å:
C (-0.05, -0.37, -0.87)
C (-1.53, -0.16, -1.08)
C (0.80, -0.20, -2.11)
C (-0.07, 0.07, 1.94)
N (1.07, -0.35, 2.57)
O (-1.14, -0.49, 2.04)
H (0.12, -1.37, -0.46)
H (0.92, -0.97, 3.36)
H (1.81, 0.32, 2.71)
H (0.48, -0.87, -2.91)
H (-1.74, 0.83, -1.49)
H (-2.07, -0.26, -0.13)
H (-1.93, -0.91, -1.76)
H (0.73, 0.82, -2.48)
H (1.84, -0.41, -1.88)
C (0.55, 0.68, 0.24)
C (-0.18, 1.44, 1.07)
H (-1.20, 1.72, 0.84)
H (1.59, 0.49, 0.40)


# 7
Formula: C6H11NO
Source: the Open Molecules 2025 dataset
Level of theory: ωB97M-V with the def2-TZVPD basis set

Properties
energy relative to the best compared isomer or geometry (same formula, charge and spin): 764.4 kJ/mol
DFT total energy: -9930.532 eV
frontier orbital gap (spin up / spin down): 0.232 / 0.244 Eh
lowest unoccupied orbital energy (spin up / spin down): -1.19 / -1.05 eV

Positions of all 19 atoms, in Å:
C (1.05, 1.21, -1.60)
C (-1.56, -0.28, -1.17)
C (-1.50, -1.09, -2.22)
O (0.35, 0.64, -0.54)
H (-2.15, 0.63, -1.16)
H (0.71, 0.81, -2.57)
H (0.95, 2.31, -1.65)
H (2.13, 0.99, -1.55)
H (-0.87, -1.97, -2.22)
H (-2.04, -0.87, -3.13)
C (0.88, 0.09, 1.99)
C (-1.07, -1.26, 1.47)
C (1.65, 0.44, 3.01)
N (-0.18, -0.78, 2.11)
H (0.90, 0.49, 0.85)
H (-1.92, -1.91, 1.66)
H (-1.29, -0.65, -0.13)
H (2.50, 1.08, 2.83)
H (1.47, 0.11, 4.02)


# 8
Formula: C6H11NO
Source: the Open Molecules 2025 dataset
Level of theory: ωB97M-V with the def2-TZVPD basis set

Properties
energy relative to the best compared isomer or geometry (same formula, charge and spin): 278.4 kJ/mol
DFT total energy: -9935.569 eV
SMILES: [H]/N=C(/C)[C@H](O)CC=C
frontier orbital gap: 0.351 Eh
lowest unoccupied orbital energy: 0.32 eV

Positions of all 19 atoms, in Å:
H (1.47, 1.20, 2.31)
N (2.04, 0.67, 1.65)
C (1.39, -0.15, 0.95)
C (2.11, -0.97, -0.07)
C (-0.12, -0.35, 1.07)
O (-0.58, -1.54, 0.58)
C (-0.87, 0.84, 0.27)
C (-1.05, 0.33, -1.15)
C (-2.26, 0.58, -1.69)
H (3.16, -0.66, -0.11)
H (2.05, -2.02, 0.20)
H (1.68, -0.85, -1.06)
H (-0.42, -0.22, 2.13)
H (-0.76, -1.28, -0.53)
H (-1.84, 0.96, 0.76)
H (-0.29, 1.76, 0.31)
H (-0.17, 0.43, -1.77)
H (-3.16, 0.53, -1.10)
H (-2.38, 0.73, -2.76)


# 9
Formula: C6H11NO
Source: the Open Molecules 2025 dataset
Level of theory: ωB97M-V with the def2-TZVPD basis set

Properties
energy relative to the best compared isomer or geometry (same formula, charge and spin): 287.5 kJ/mol
DFT total energy: -9935.475 eV
SMILES: [H]/N=C\[C@]1(OC)C[C@@H]1C
frontier orbital gap: 0.380 Eh
lowest unoccupied orbital energy: 0.96 eV

Positions of all 19 atoms, in Å:
H (-1.42, 0.56, 2.41)
N (-1.22, -0.43, 2.31)
C (-0.43, -0.66, 1.34)
C (0.25, 0.29, 0.44)
O (1.73, 0.04, 0.31)
C (2.17, -1.21, -0.17)
C (-0.13, 1.72, 0.41)
C (-0.33, 0.66, -0.89)
C (-1.61, 0.09, -1.42)
H (-0.22, -1.73, 1.23)
H (3.25, -1.15, -0.29)
H (1.70, -1.47, -1.13)
H (1.95, -2.01, 0.56)
H (-0.91, 2.05, 1.08)
H (0.62, 2.46, 0.17)
H (0.38, 0.98, -1.64)
H (-1.38, -0.78, -2.04)
H (-2.12, 0.83, -2.04)
H (-2.28, -0.23, -0.63)


# 10
Formula: C6H11NO
Source: the Open Molecules 2025 dataset
Level of theory: ωB97M-V with the def2-TZVPD basis set

Properties
energy relative to the best compared isomer or geometry (same formula, charge and spin): 713.7 kJ/mol
DFT total energy: -9931.057 eV
frontier orbital gap: 0.336 Eh
lowest unoccupied orbital energy: 0.05 eV

Positions of all 19 atoms, in Å:
C (1.43, -0.20, 0.29)
C (1.06, 1.31, 0.41)
C (-1.04, 0.59, 0.03)
C (-2.25, -0.26, -0.26)
C (-0.74, -0.66, -0.45)
C (0.17, -1.31, 0.44)
H (1.48, -1.13, -1.54)
H (1.96, -0.44, 1.24)
H (0.95, 1.62, 1.41)
H (1.93, 1.75, 0.07)
H (0.12, 1.48, -1.39)
H (-1.11, 0.46, 1.14)
H (-2.64, -0.58, 0.75)
H (-3.10, 0.06, -1.04)
H (-0.43, -0.57, -1.57)
H (-0.23, -1.13, 1.38)
H (0.31, -2.37, 0.26)
N (-0.22, 1.77, -0.39)
O (2.36, -0.40, -0.75)